1.
The following is a DFT calculation (wB97M-V/def2-TZVPD) of a molecular structure, C6H15N.

XYZ file:
```
22
Properties=species:S:1:pos:R:3:forces:R:3:mulliken_charge:R:1
C 4.253461 0.496860 -0.765822 -0.8 0.4 -0.2 -0.91
N 0.988147 0.608407 0.198842 -0.1 -0.7 -1.1 -0.68
C -0.043848 -0.183992 0.300922 -0.8 0.4 1.0 0.32
C -1.400925 0.228711 -0.344161 0.5 -0.8 -1.0 0.82
C -2.250846 -0.962808 -0.767365 -1.6 0.2 0.3 -1.47
C -2.127404 1.359693 0.393540 1.1 0.8 0.4 -1.34
C 0.036329 -1.409248 1.190884 -0.4 0.1 0.7 -1.20
H 3.958667 1.477405 -1.139734 0.3 0.1 -0.2 0.24
H 5.174870 0.572829 -0.223766 0.4 0.0 0.4 0.30
H 3.413756 0.236998 -0.116172 0.3 -0.4 -0.1 0.15
H 4.385888 -0.184050 -1.605473 -0.2 -0.1 0.1 0.23
H 0.753400 -0.179123 -0.715248 1.0 1.0 0.1 0.24
H -1.081170 0.696166 -1.292577 -0.1 -0.2 0.3 0.25
H -3.281627 -0.593221 -0.877969 0.2 -0.1 -0.3 0.37
H -1.978544 -1.396773 -1.729242 0.3 0.0 0.1 0.32
H -2.378362 -1.753059 -0.029381 0.4 0.0 0.1 0.36
H -1.908572 1.477504 1.465923 -0.1 -0.4 -0.3 0.31
H -3.194791 1.411089 0.251358 -0.4 -0.4 -0.1 0.35
H -1.718765 2.259488 -0.073021 -0.2 0.2 0.3 0.34
H -0.343522 -1.120092 2.185371 0.1 0.0 -0.2 0.31
H -0.568113 -2.252291 0.882068 0.0 -0.1 -0.2 0.36
H 1.076528 -1.694031 1.325784 0.0 0.0 -0.1 0.35
```
Forces are in eV/Å.

Output
HOMO level	-8.0	eV
energy relative to the best compared isomer or geometry (same formula, charge and spin)	4.202	eV
HOMO-LUMO gap	8.77	eV

2.
The following is a DFT calculation (wB97M-V/def2-TZVPD) of C22H22N2O5S2 in the gas phase.

XYZ file:
```
53
Properties=species:S:1:pos:R:3:forces:R:3:mulliken_charge:R:1
C 8.279899 0.717609 -0.317406 -0.3 -0.1 0.0 -1.48
C 6.983850 -0.086413 -0.329970 0.4 -0.3 -0.2 -0.24
N 5.981075 0.483154 0.539668 -0.5 -0.7 0.7 0.16
C 5.459004 1.801932 0.269155 -0.4 0.5 -0.1 -0.76
C 4.857196 1.985410 -1.124206 0.2 -0.1 0.2 -0.88
S 4.976836 -0.577050 1.324234 0.2 0.1 -0.1 1.19
O 4.269054 0.158180 2.328732 -0.2 0.1 -0.2 -0.71
O 5.765101 -1.709277 1.711221 0.0 -0.1 -0.3 -0.73
C 3.793193 -1.120468 0.082224 0.4 0.2 0.5 0.17
C 4.145460 -2.133573 -0.789963 0.1 -0.1 0.0 -0.48
C 3.259014 -2.513194 -1.787035 0.1 0.1 0.0 -0.71
C 2.037197 -1.874689 -1.900759 -0.1 0.1 0.1 -0.68
C 1.685570 -0.859432 -1.012355 0.3 -0.1 0.1 -0.11
C 0.356030 -0.210392 -1.176311 -0.1 -0.3 -0.6 0.64
O -0.437983 -0.513320 -2.028212 0.2 0.1 0.3 -0.58
O 0.178093 0.774430 -0.281445 0.0 0.3 0.4 -0.16
C -1.038622 1.444593 -0.228704 -0.5 0.4 -0.1 0.14
C -1.006401 2.831699 -0.231181 0.3 -0.3 0.0 -0.80
C -2.198326 3.528301 -0.139738 -0.1 -0.1 0.0 -0.71
C -3.399118 2.852875 -0.044888 0.0 -0.1 0.0 -0.80
C -3.423045 1.458224 -0.029323 0.6 0.2 0.0 0.47
N -4.660515 0.828749 0.079558 -0.4 0.1 0.0 0.03
C -4.930111 -0.500477 0.266776 0.1 0.0 0.0 0.62
O -4.091092 -1.369890 0.377849 0.1 0.0 0.0 -0.66
C -6.365509 -0.817383 0.336177 -0.8 -0.1 0.0 0.13
C -6.880447 -2.073417 0.513338 0.4 0.4 -0.1 -0.47
C -8.287085 -2.096519 0.543457 -0.2 0.1 0.0 -0.50
C -8.832577 -0.860845 0.389818 0.2 0.3 0.0 -0.36
S -7.641057 0.356828 0.204331 0.1 -0.6 0.1 -0.24
C -2.230711 0.747750 -0.125387 0.2 -0.2 0.0 -0.02
C 2.574039 -0.481652 -0.009136 -0.3 0.0 0.0 -0.33
H 8.612843 0.863409 0.706153 0.1 0.0 0.1 0.34
H 9.047738 0.175929 -0.863338 0.1 0.0 -0.1 0.43
H 8.144761 1.689351 -0.785347 0.1 0.1 0.0 0.32
H 7.173188 -1.083917 0.068510 0.1 0.0 -0.2 0.38
H 6.610618 -0.183022 -1.359993 0.0 0.0 0.1 0.33
H 4.700703 1.970382 1.034771 0.1 0.3 -0.1 0.38
H 6.261511 2.530925 0.420321 -0.1 -0.1 0.1 0.39
H 5.621468 1.901699 -1.893226 0.0 0.0 -0.1 0.31
H 4.085367 1.243961 -1.317069 0.0 0.0 -0.1 0.16
H 4.412461 2.974611 -1.193855 0.0 0.1 -0.1 0.40
H 5.098202 -2.622777 -0.663498 0.1 -0.1 0.0 0.51
H 3.521502 -3.305872 -2.470789 0.0 -0.1 0.0 0.42
H 1.330308 -2.150406 -2.668843 0.0 0.0 -0.1 0.49
H -0.060371 3.343356 -0.304984 0.1 0.0 0.0 0.48
H -2.189640 4.607456 -0.145323 0.0 0.1 0.0 0.38
H -4.326314 3.403888 0.022026 -0.1 0.1 0.0 0.39
H -5.453877 1.455497 0.050757 0.2 -0.1 0.0 0.13
H -6.250855 -2.938245 0.615926 0.2 -0.1 0.0 0.46
H -8.869711 -2.990485 0.673600 -0.1 -0.1 0.0 0.40
H -9.868221 -0.583868 0.373271 -0.2 0.0 0.0 0.45
H -2.239950 -0.329000 -0.117969 0.0 0.0 0.0 0.66
H 2.326165 0.288948 0.703067 -0.1 0.1 0.0 0.66
```
Forces are in eV/Å.

Output
HOMO level	-8.7	eV
energy relative to the best compared isomer or geometry (same formula, charge and spin)	0.006	eV
HOMO-LUMO gap	8.74	eV

3.
The following is a DFT calculation (wB97M-V/def2-TZVPD) of 2 unconnected molecules or ions with the total composition C4H7NO.

XYZ file:
```
13
Properties=species:S:1:pos:R:3:forces:R:3:mulliken_charge:R:1
C -1.474676 0.359621 -0.191150 -0.2 0.0 -0.1 -0.94
C -0.029946 -1.283792 0.290832 0.1 -0.1 0.0 -0.49
O 0.776109 -0.633596 1.074419 -0.1 -0.1 0.0 -0.26
C 1.155762 0.615963 0.605793 0.2 0.1 0.0 -0.39
C 1.828231 0.612584 -0.665300 0.3 0.0 -0.8 0.34
N 2.301976 0.599522 -1.725876 -0.5 0.0 1.0 -0.46
H -1.918364 1.300214 0.164432 0.1 -0.1 0.0 0.34
H -1.472699 0.371616 -1.283817 0.0 0.0 0.2 0.31
H -2.161503 -0.417351 0.152930 0.1 0.1 -0.1 0.31
H 0.177320 -1.323461 -0.776735 0.0 0.1 0.1 0.35
H -0.530245 -2.122198 0.766088 0.0 0.1 -0.1 0.39
H 1.649685 1.173157 1.395774 0.0 -0.1 -0.1 0.30
H -0.301651 0.747721 0.192610 0.0 0.0 0.0 0.19
```
Forces are in eV/Å.

Output
HOMO level	-8.7	eV
energy relative to the best compared isomer or geometry (same formula, charge and spin)	5.532	eV
HOMO-LUMO gap	8.71	eV

4.
The following is a DFT calculation (wB97M-V/def2-TZVPD) of a gas-phase ion, C5H10IN2 (charge +1).

XYZ file:
```
18
Properties=species:S:1:pos:R:3:forces:R:3:mulliken_charge:R:1
C 1.137118 1.789836 0.575099 -0.1 0.3 0.9 -0.99
C -0.195529 -1.321104 0.763471 -1.5 1.5 -0.6 0.37
C 0.033401 1.105526 0.245166 -2.6 1.5 -0.2 0.42
C 0.540807 -0.616301 -1.444598 0.6 4.1 1.2 -1.09
C -1.349952 1.757119 0.113599 4.6 1.0 -2.2 -1.22
N -0.025042 -0.320786 -0.068120 1.8 1.2 -0.7 0.15
N -0.156203 -2.519147 0.250954 0.0 -1.1 -1.0 -0.27
I -2.587111 1.084952 1.729499 -3.0 -1.3 3.6 0.23
H 2.114506 1.332600 0.638800 0.0 -0.1 0.2 0.31
H 1.063233 2.862132 0.906420 0.0 -1.3 -0.8 0.26
H -0.680785 -1.198606 1.757417 1.3 0.2 -0.5 0.27
H 0.403967 0.321969 -2.076690 -0.6 -1.3 0.8 0.34
H 1.646585 -0.535197 -1.330100 -0.7 -1.5 -0.3 0.34
H -0.040144 -1.410998 -1.798143 0.2 -1.1 -1.5 0.55
H -1.856347 1.555361 -0.805856 -0.4 -0.4 -0.6 0.42
H -1.350731 2.842246 0.272467 0.3 -0.2 -0.1 0.48
H -0.145055 -3.260161 0.930293 -0.4 -0.7 -0.6 0.26
H -0.230432 -2.608293 -0.805009 0.6 -0.8 2.5 0.16
```
Forces are in eV/Å.

Output
spin multiplicity	3
charge	+1
HOMO level (spin up / spin down)	-8.7 / -13.3	eV
energy relative to the best compared isomer or geometry (same formula, charge and spin)	1.088	eV
HOMO-LUMO gap (spin up / spin down)	5.23 / 6.36	eV

Q: Number 1 is which compound?
A: C6H15N